[1]
C17H50N6O6 | ωB97M-V with the def2-TZVPD basis set

Each line ends with the Löwdin charge.
CARTESIAN COORDINATES (ANGSTROEM)
C -0.9636 1.8524 -0.6240  -0.790
O -0.1343 1.2118 -0.0523  0.042
N -1.6130 2.8564 -0.0872  0.170
N -1.3741 1.6652 -1.8683  0.193
H -2.3481 3.4317 -0.4730  0.056
H -1.2150 2.9791 0.8329  0.082
H -2.1921 2.2408 -2.0086  0.112
H -1.0000 0.8830 -2.3863  0.085
C 0.1239 -3.4244 -8.3286  -0.067
C -0.8378 -2.5655 -7.4536  -0.407
C -0.3692 -2.4135 -5.9340  -0.233
O -1.2439 -1.5891 -5.2858  -0.196
C -1.1534 -1.4144 -3.8607  -0.060
N -1.0478 -1.2760 -8.0962  0.049
H 0.4875 -4.2967 -7.7855  0.070
H 1.0260 -2.8469 -8.5306  0.068
H -0.3394 -3.7644 -9.2548  0.077
H -1.7142 -3.2136 -7.4490  0.127
H 0.6981 -2.2245 -5.8187  0.115
H -0.3631 -3.3684 -5.4085  0.116
H -1.7516 -0.5925 -3.4674  0.068
H -0.0931 -1.2516 -3.6678  0.073
H -1.5068 -2.2764 -3.2949  0.091
H -0.1187 -0.9154 -8.2601  0.068
H -1.4034 -0.8300 -7.2627  0.052
C 2.3094 0.5590 -4.0732  -0.092
C 2.4374 0.8387 -2.6520  -0.453
C 3.6888 0.4384 -1.7844  -0.133
O 3.5531 0.3775 -0.3010  -0.214
C 4.8064 0.4169 0.4015  -0.110
N 2.1528 2.2434 -2.4136  0.048
H 3.0475 1.0935 -4.6711  0.088
H 1.3367 0.6317 -4.5599  0.082
H 2.5603 -0.4844 -4.2639  0.075
H 1.7014 0.1604 -2.2203  0.123
H 4.5337 1.1109 -1.9326  0.113
H 3.9441 -0.5354 -2.2021  0.115
H 5.5531 -0.2711 0.0050  0.084
H 4.7208 0.2066 1.4676  0.070
H 5.1786 1.4281 0.2365  0.083
H 2.9778 2.7796 -2.1856  0.068
H 1.8473 2.2988 -1.4525  0.048
C -3.6718 -2.7996 6.5043  -0.066
C -2.7708 -2.0380 5.6107  -0.396
C -3.3470 -1.0747 4.5535  -0.075
O -2.1443 -0.4336 3.8992  -0.250
C -2.4009 0.4627 2.8411  -0.080
N -1.8943 -1.3069 6.5212  0.201
H -4.3125 -2.0736 7.0049  0.087
H -3.2568 -3.3958 7.3170  0.097
H -4.3810 -3.4748 6.0254  0.096
H -2.2093 -2.8642 5.1746  0.153
H -3.8470 -0.2385 5.0422  0.126
H -4.0182 -1.4817 3.7972  0.136
H -1.4268 0.9468 2.7724  0.070
H -3.1551 1.1954 3.1281  0.097
H -2.6256 -0.1377 1.9595  0.105
H -1.0935 -1.0225 5.9755  0.053
H -2.3198 -0.4752 6.9050  0.125
C 2.4434 -1.2026 4.2327  -0.052
C 1.8459 0.0651 4.6731  -0.387
C 1.5006 0.9025 3.4103  -0.175
O 0.9808 2.1424 3.7946  -0.177
C 0.8018 3.2030 2.8563  -0.051
N 0.6163 -0.0417 5.4031  0.191
H 2.5302 -1.9776 4.9942  0.094
H 3.5197 -1.1703 4.0630  0.096
H 1.9179 -1.5928 3.3610  0.097
H 2.5635 0.5295 5.3494  0.159
H 0.9110 0.2852 2.7325  0.129
H 2.4119 0.9961 2.8198  0.138
H 0.1428 2.8625 2.0577  0.049
H 1.7113 3.7305 2.5687  0.103
H 0.2026 3.9799 3.3312  0.093
H -0.0573 -0.2729 4.6869  0.070
H 0.3379 0.8999 5.6399  0.122
O -3.4589 4.8435 -1.0337  -0.038
H -3.6447 4.8667 -0.0950  0.047
H -4.3040 5.0132 -1.4499  0.058

Calculated values
- maximum force (eV/Å) = 4.0
- LUMO (spin up / spin down) (eV) = -2.061 / -8.199
- DFT total energy (a.u.) = -1457.1949
- net charge = +1
- multiplicity = 2
- highest occupied orbital energy (spin up / spin down) (eV) = -10.71 / -10.71

***

[2]
C17H51N4O6 | ωB97M-V with the def2-TZVPD basis set

Each line ends with the Löwdin charge.
CARTESIAN COORDINATES (ANGSTROEM)
O 6.0170 3.5440 42.0690  0.051
H 5.5710 4.1680 41.3030  0.149
H 5.7640 2.6900 42.1770  -0.039
H 6.1920 4.0300 43.1020  0.139
C 6.0530 0.4050 43.3230  -0.022
C 4.7290 0.2870 42.3240  -0.385
C 3.4120 0.7100 42.8890  -0.268
O 3.4540 2.0940 43.0820  -0.217
C 2.2700 2.7290 43.3420  -0.114
N 5.0480 1.1810 41.1950  0.058
H 6.9130 0.0010 42.7170  0.080
H 5.8280 -0.5740 43.8030  0.069
H 6.2500 1.3540 43.8940  0.071
H 4.3130 -0.7870 42.1660  0.160
H 2.8890 0.0140 43.6500  0.151
H 2.5050 0.3480 42.1040  0.164
H 2.2030 3.9210 43.5330  0.144
H 1.9590 2.3930 44.3010  0.077
H 1.7310 2.4560 42.5020  0.056
H 3.9500 1.4280 40.8250  0.139
H 5.3500 0.7230 40.4590  0.016
C 5.2100 6.4730 44.2560  -0.022
C 6.3960 5.6870 44.8870  -0.433
C 6.5830 5.7900 46.3460  -0.264
O 6.9480 7.0750 46.7550  -0.179
C 6.7920 7.2990 48.1950  -0.040
N 6.2710 4.2680 44.6560  0.028
H 5.3490 6.3810 43.2010  0.039
H 5.2680 7.6110 44.3590  0.108
H 4.1960 6.2490 44.7280  0.102
H 7.2480 6.0560 44.3900  0.119
H 7.3850 5.1770 46.7550  0.125
H 5.7530 5.4930 47.0370  0.136
H 5.7700 7.1140 48.4270  0.079
H 7.0470 8.2420 48.4180  0.043
H 7.4950 6.6540 48.7780  0.109
H 5.3610 3.8550 45.1510  0.179
H 7.1740 3.8520 45.0520  0.147
C 9.2000 2.6780 40.2080  -0.055
C 10.1580 3.8670 40.0020  -0.494
C 9.7730 4.7260 38.7350  -0.172
O 9.6380 3.9460 37.5700  -0.214
C 9.4120 4.4750 36.3350  -0.160
N 10.2030 4.7220 41.0480  0.016
H 8.1300 2.9390 40.2080  0.053
H 9.6370 2.1070 41.0510  0.076
H 9.2700 1.8680 39.3130  0.130
H 11.2240 3.2950 39.7540  0.189
H 10.7170 5.2820 38.5010  0.133
H 8.8510 5.3690 39.0040  0.139
H 8.5030 5.0350 36.0450  0.083
H 9.5120 3.6580 35.5390  0.111
H 10.3110 5.1300 36.0920  0.100
H 10.9390 5.5110 41.0270  0.170
H 10.6970 4.1930 41.6840  0.075
C 5.7110 4.2910 38.7330  -0.038
C 4.2330 4.5490 38.9590  -0.438
C 3.2260 3.6460 38.3510  -0.127
O 3.1670 2.3940 39.1130  -0.298
C 2.1560 1.5530 39.0240  -0.160
N 4.0020 4.4780 40.3650  0.050
H 6.1720 4.0680 37.7210  0.113
H 5.8890 3.1720 38.8410  0.110
H 6.3280 4.8580 39.1810  -0.035
H 4.0450 5.5930 38.6630  0.155
H 3.4230 3.4000 37.2070  0.175
H 2.2360 4.1840 38.3720  0.145
H 2.5120 0.5270 39.4660  0.127
H 2.2340 1.3820 37.9490  0.095
H 1.1690 1.9520 39.3860  0.118
H 3.7570 3.4430 40.2960  0.080
H 3.1790 4.9530 40.6230  0.086
C 7.4820 6.9020 41.1370  -0.043
O 7.9080 5.6910 41.9680  -0.187
H 6.6380 6.5610 40.4290  0.097
H 8.2710 7.0940 40.6370  -0.006
H 7.1830 7.6580 41.7620  0.048
H 8.7930 5.5290 41.5500  -0.002

Calculated values
- maximum force (eV/Å) = 9.8
- LUMO (eV) = -1.748
- DFT total energy (a.u.) = -1348.1242
- net charge = +1
- energy relative to the best compared isomer or geometry (same formula, charge and spin) (kcal per mole) = 22.6
- highest occupied orbital energy (eV) = -11.85

***

[3]
C17H54N6O10 | ωB97M-V with the def2-TZVPD basis set

Each line ends with the Löwdin charge.
CARTESIAN COORDINATES (ANGSTROEM)
C 1.9892 1.7037 3.7824  -0.812
O 1.7783 1.3332 2.6605  0.052
N 2.1065 2.9375 4.0817  0.190
N 2.0208 0.9411 4.8330  0.195
H 2.0357 3.3037 5.0204  0.125
H 2.0311 3.6311 3.3514  0.126
H 1.8859 -0.0590 4.7917  0.095
H 2.3857 1.2550 5.7209  0.120
C -4.2551 0.2547 -1.2722  -0.733
O -3.4019 -0.0153 -0.4387  0.009
N -5.2686 -0.5569 -1.4825  0.177
N -4.1126 1.3202 -2.0260  0.193
H -5.0162 -1.4537 -1.0926  0.115
H -6.0678 -0.4831 -2.0956  0.116
H -3.3592 1.9703 -1.8533  0.122
H -4.6887 1.3874 -2.8529  0.113
C 0.0000 4.3442 -0.3847  -0.742
O 0.1236 5.5563 -0.6423  -0.017
N -0.2724 3.3703 -1.2877  0.180
N 0.2541 3.9140 0.7788  0.177
H -0.4546 3.6094 -2.2519  0.039
H 0.0281 2.4553 -0.9834  0.051
H 0.2920 2.9803 1.1621  0.073
H 0.3684 4.7105 1.3892  0.122
C 4.8042 0.9609 -3.1351  -0.075
C 6.1383 1.5275 -2.5915  -0.370
O 6.7301 2.3792 -3.4453  -0.053
H 4.6468 1.1709 -4.1930  0.072
H 3.9251 1.1843 -2.5307  0.051
H 4.9056 -0.1223 -3.0680  0.063
H 6.8003 0.6621 -2.6236  0.100
H 5.9865 1.8437 -1.5595  0.118
H 6.9422 1.8273 -4.2017  0.094
C 1.3978 0.4783 -0.2654  -0.087
C 0.0292 0.0563 0.1662  -0.339
O -0.7664 0.3448 -0.9280  -0.099
H 1.8593 0.0030 -1.1310  0.081
H 2.1320 0.0193 0.3966  0.060
H 1.4904 1.5469 -0.0713  0.061
H -0.3569 0.7244 0.9360  0.088
H -0.0405 -0.9308 0.6232  0.095
H -1.6784 0.1943 -0.6687  0.017
C -2.2713 1.2929 4.7735  -0.087
C -2.0786 1.4015 3.2814  -0.273
O -1.1096 2.4386 2.9458  -0.110
H -2.8759 0.4062 4.9646  0.070
H -2.8281 2.1341 5.1862  0.074
H -1.4032 1.2166 5.4281  0.064
H -2.9748 1.8473 2.8498  0.112
H -1.9106 0.5390 2.6364  0.101
H -0.2486 2.0200 3.0168  0.014
C -1.3775 -2.6400 -2.1800  -0.058
C -1.6052 -4.1850 -2.4539  -0.301
O -1.0190 -4.6433 -3.6694  -0.077
H -2.1541 -2.1412 -2.7598  0.065
H -0.3199 -2.3938 -2.2754  0.083
H -1.7547 -2.3261 -1.2068  0.036
H -2.6237 -4.5644 -2.3719  0.103
H -1.0917 -4.5461 -1.5628  0.076
H -1.1003 -5.5973 -3.7392  0.078
C -2.4773 -3.8496 1.4321  -0.083
C -2.0048 -5.2514 1.0607  -0.339
O -2.8223 -5.9310 0.1776  -0.073
H -3.4360 -3.6154 0.9693  0.069
H -1.8089 -3.1874 0.8819  0.041
H -2.6051 -3.5478 2.4717  0.074
H -2.1550 -5.7766 2.0040  0.106
H -0.9776 -5.0668 0.7462  0.104
H -3.7120 -6.1819 0.4364  0.096
C 0.3512 1.8765 -4.4060  -0.078
C -0.1898 3.2483 -4.8139  -0.310
O -0.1296 4.1763 -3.7667  -0.087
H 1.3632 1.9388 -4.0059  0.067
H 0.4408 1.3212 -5.3397  0.076
H -0.3371 1.4837 -3.6576  0.067
H -1.1214 3.0214 -5.3323  0.114
H 0.4934 3.6503 -5.5620  0.107
H 0.7705 4.4797 -3.6280  0.112
C 1.6190 -3.1565 2.2372  -0.103
C 1.5695 -2.2078 3.3613  -0.304
O 2.0810 -2.9784 4.4857  -0.103
H 1.0717 -4.0867 2.3900  0.082
H 2.6484 -3.4419 2.0207  0.085
H 1.1982 -2.6192 1.3873  0.061
H 0.5549 -1.8168 3.4374  0.119
H 2.2716 -1.3800 3.2618  0.093
H 2.7424 -3.6400 4.2701  0.073

Calculated values
- SMILES string = NC(N)=O.NC(N)=O.NC(N)=O.CCO.CCO.CCO.CCO.CCO.CCO.CCO
- maximum force (eV/Å) = 6.5
- LUMO (eV) = 0.455
- DFT total energy (a.u.) = -1760.9310
- energy relative to the best compared isomer or geometry (same formula, charge and spin) (kcal per mole) = 56.0
- highest occupied orbital energy (eV) = -8.46

***

[4]
C17H58O17 | ωB97M-V with the def2-TZVPD basis set

Each line ends with the Löwdin charge.
CARTESIAN COORDINATES (ANGSTROEM)
C 4.0458 3.6925 -3.0931  -0.137
O 3.8892 2.9249 -1.9072  -0.144
H 4.6753 3.1571 -3.7931  0.072
H 3.0873 3.9861 -3.5767  0.090
H 4.5879 4.5613 -2.7365  0.077
H 3.2516 2.2013 -1.9859  0.047
C -0.7453 2.7467 -1.2772  -0.090
O -0.4866 1.4300 -0.6873  -0.150
H 0.1681 3.0845 -1.7081  0.061
H -1.6098 2.7634 -1.8934  0.044
H -1.0512 3.4442 -0.4312  0.107
H -0.3588 1.5902 0.2683  0.049
C 3.9465 -1.8594 -0.4315  -0.116
O 3.0584 -0.9251 0.1498  -0.139
H 3.7332 -2.7936 0.1525  0.096
H 3.7119 -2.0383 -1.4651  0.077
H 4.9522 -1.6542 -0.3010  0.050
H 2.5971 -0.3377 -0.4454  0.043
C 1.5668 4.7238 0.8065  -0.127
O 2.0981 3.4795 0.3409  -0.141
H 1.0565 5.2685 0.0374  0.066
H 0.8096 4.6631 1.6250  0.087
H 2.3463 5.2995 1.3339  0.085
H 2.6565 3.6006 -0.4262  0.044
C -4.0300 -1.8015 4.0479  -0.118
O -2.7823 -1.0730 3.7302  -0.184
H -3.8290 -2.8486 3.8984  0.068
H -4.2080 -1.4559 5.0540  0.068
H -4.9206 -1.5166 3.4604  0.074
H -2.6878 -1.2791 2.7370  0.062
C 4.4922 1.8112 2.7025  -0.166
O 3.1654 1.9259 2.2828  -0.141
H 5.2955 1.8585 1.9701  0.077
H 4.7804 2.6307 3.3619  0.068
H 4.6032 0.8213 3.2897  0.105
H 3.1287 2.1306 1.3331  0.062
C 1.1041 0.1543 -3.2465  -0.100
O 1.8141 0.6130 -2.0697  -0.153
H 1.2445 0.8074 -4.1059  0.076
H 1.5102 -0.8379 -3.4516  0.075
H 0.0302 0.1148 -3.1627  0.071
H 1.2007 0.7541 -1.3465  0.033
C -0.1394 -3.9747 -2.7145  -0.237
C 0.3920 -3.5907 -1.3786  -0.237
O 1.0717 -2.3412 -1.4162  -0.075
O -1.1207 -3.0160 -3.1298  -0.059
H -0.5706 -5.0087 -2.5246  0.138
H 0.6202 -4.1744 -3.5305  0.139
H 1.0657 -4.3193 -0.9138  0.129
H -0.4545 -3.5287 -0.6684  0.117
H 0.8833 -1.9618 -0.5541  0.051
H -1.3836 -3.3784 -3.9555  0.078
C -3.5517 -2.1973 0.0626  -0.236
C -4.0250 -3.3749 -0.6543  -0.264
O -2.9245 -4.0762 -1.1678  -0.081
O -2.6600 -2.4830 1.1633  -0.089
H -4.3829 -1.5095 0.4907  0.148
H -2.9507 -1.5946 -0.6460  0.123
H -4.6236 -2.9579 -1.5521  0.147
H -4.5053 -4.0884 0.0188  0.129
H -2.3767 -3.6139 -1.8159  0.034
H -1.8587 -2.0165 1.0392  -0.001
C -0.6841 1.6253 3.3281  -0.163
C 0.1621 1.5247 4.6035  -0.241
O 0.4758 0.2009 4.9107  -0.054
O 0.1763 1.2479 2.2143  -0.117
H -1.1360 2.5905 3.1302  0.110
H -1.4969 0.8482 3.4072  0.114
H -0.4353 1.8189 5.4443  0.112
H 1.0972 2.1748 4.5016  0.146
H 1.3036 -0.0682 4.5254  0.051
H 1.0881 1.4034 2.4904  0.051
C 1.7126 -2.2888 2.7212  -0.209
C 0.1930 -2.2466 2.7263  -0.174
O -0.2106 -1.5653 1.4874  -0.130
O 2.3477 -1.0147 2.9527  -0.093
H 1.8777 -2.5862 1.6596  0.105
H 2.0933 -3.0383 3.4524  0.131
H -0.0456 -1.5534 3.5699  0.108
H -0.3714 -3.1501 2.8392  0.121
H -0.1428 -0.5666 1.6895  0.101
H 2.7905 -0.6780 2.1455  0.060
C -4.2517 1.5157 -4.7468  -0.250
C -4.0710 0.6268 -3.5466  -0.186
O -3.9973 1.4496 -2.2955  -0.101
O -3.0396 2.1359 -5.1587  -0.077
H -5.0488 2.2793 -4.5591  0.136
H -4.5736 0.9686 -5.5822  0.100
H -3.2021 -0.0188 -3.5690  0.112
H -4.9555 -0.0002 -3.4850  0.106
H -3.4173 1.0832 -1.6128  0.060
H -2.6413 2.6697 -4.4365  0.092

Calculated values
- SMILES string = OCCO.OCCO.OCCO.OCCO.OCCO.CO.CO.CO.CO.CO.CO.CO
- maximum force (eV/Å) = 3.8
- LUMO (eV) = 0.467
- DFT total energy (a.u.) = -1961.3619
- energy relative to the best compared isomer or geometry (same formula, charge and spin) (kcal per mole) = 0.0
- highest occupied orbital energy (eV) = -9.60